Record 1
The following is a quantum chemistry calculation of a 2-piece molecular cluster, C3H8NS overall at a distorted geometry, from OMol25.

Geometry as XYZ:
```
13
Properties=species:S:1:pos:R:3:lowdin_charge:R:1
C -2.63766 0.22485 0.54556 -0.058
C -2.04002 -0.25852 -0.78425 -0.148
C -1.35671 0.73819 -0.01602 -0.773
N 2.47649 0.28345 0.24350 0.205
S 0.01198 1.48915 0.22594 0.809
H -3.33512 0.96964 0.33234 0.098
H -2.54552 -0.51914 1.37157 0.139
H -1.58444 -1.18270 -1.07002 0.107
H -2.58287 0.01374 -1.70065 0.128
H 3.42892 -0.16337 0.15422 0.184
H 2.30692 0.94828 -0.49728 0.074
H 1.72084 -0.36657 0.22228 0.087
H 2.67282 0.81152 1.10394 0.148
```

Output
Lowest unoccupied orbital energy in eV: -4.2
Energy above the lowest of the compared OMol25 structures with the same formula, charge and spin in eV: 2.014
Kohn-Sham gap in hartree: 0.3054
Total charge: +1
HOMO level in eV: -12.5



Record 2
The following is a quantum chemistry calculation of a 3-piece molecular cluster, C3H8O overall, from OMol25.

Geometry as XYZ:
```
12
Properties=species:S:1:pos:R:3:lowdin_charge:R:1
C -1.75048 0.12994 0.06416 -0.114
C -1.06427 -0.50964 -0.87753 -0.089
O 1.59378 1.21714 -0.39817 -0.025
C 1.98436 0.43478 0.43050 -0.188
H -2.54513 -0.35372 0.62787 0.048
H -0.10957 -0.37346 2.01245 0.021
H -1.54158 1.16966 0.30686 0.052
H -0.26593 -0.01173 -1.42213 0.038
H -1.26816 -1.54845 -1.12672 0.050
H 0.32150 -0.33436 2.61960 0.056
H 1.82275 -0.65670 0.33862 0.074
H 2.52685 0.76586 1.33732 0.078
```

Output
Lowest unoccupied orbital energy in eV: 0.9
Energy above the lowest of the compared OMol25 structures with the same formula, charge and spin in eV: 2.648
Kohn-Sham gap in hartree: 0.4036
Total charge: 0
HOMO level in eV: -10.1
SMILES string: [H][H].C=C.C=O



Record 3
The following is a quantum chemistry calculation of a 2-piece molecular cluster, C3H8O overall at a distorted geometry, from OMol25.

Geometry as XYZ:
```
12
Properties=species:S:1:pos:R:3:lowdin_charge:R:1
C -1.25273 -1.02833 -1.65856 -0.051
H -2.02606 -1.10751 -0.86704 0.023
H -0.45013 -0.53086 -1.18864 -0.062
H -1.51956 -0.38935 -2.58440 0.055
H -0.97786 -2.07479 -1.97255 0.035
C 1.44767 0.64436 0.35123 0.013
C 0.43616 0.85031 1.19805 -0.174
O 0.95733 1.00772 2.56016 -0.089
H 1.38006 0.36691 -0.66223 0.026
H 2.44949 0.58544 0.61981 0.043
H -0.61180 0.90782 1.08899 0.088
H 0.16743 0.76827 3.11517 0.095
```

Output
Lowest unoccupied orbital energy in eV: 0.8
Energy above the lowest of the compared OMol25 structures with the same formula, charge and spin in eV: 1.694
Kohn-Sham gap in hartree: 0.3712
Total charge: 0
HOMO level in eV: -9.3
SMILES string: C=CO.C



Record 4
The following is a quantum chemistry calculation of one molecule with the formula C3H8O, from OMol25.

Geometry as XYZ:
```
12
Properties=species:S:1:pos:R:3:lowdin_charge:R:1
C -1.56754 0.15731 -0.04228 -0.119
C -0.21224 -0.51093 -0.25219 -0.259
C 0.96195 0.31656 0.25053 -0.295
O 2.10693 -0.51885 0.32186 -0.073
H -1.67818 0.49870 0.99413 0.071
H -2.38245 -0.54412 -0.24742 0.069
H -1.70359 1.02635 -0.69612 0.071
H -0.17511 -1.46595 0.28429 0.110
H -0.05380 -0.74356 -1.31281 0.110
H 0.73899 0.70842 1.25498 0.114
H 1.13188 1.18683 -0.40118 0.121
H 2.83315 -0.11076 -0.15380 0.079
```

Output
Lowest unoccupied orbital energy in eV: 1.0
Energy above the lowest of the compared OMol25 structures with the same formula, charge and spin in eV: 0.222
Kohn-Sham gap in hartree: 0.4149
Total charge: 0
HOMO level in eV: -10.3
SMILES string: CCCO



Record 5
The following is a quantum chemistry calculation of one molecule with the formula C3H8O at a distorted geometry, from OMol25.

Geometry as XYZ:
```
12
Properties=species:S:1:pos:R:3:lowdin_charge:R:1
C 1.06809 0.16511 -0.61630 -0.082
C -0.02669 0.49278 0.36165 -0.530
C -1.28876 -0.21639 -0.10359 -0.066
H 1.31891 -0.87065 -0.50676 0.063
H 0.79083 0.10555 -1.74917 0.115
H 1.91400 0.83479 -0.59847 0.071
H -0.19606 1.56999 0.44178 0.139
H -0.98311 -1.29098 -0.15275 0.089
H -2.03866 -0.21307 0.69541 0.078
H -1.76818 0.04506 -1.02735 0.071
H 0.78786 -0.76077 1.60800 0.094
O 0.42177 0.13859 1.64756 -0.043
```

Output
Lowest unoccupied orbital energy in eV: 1.1
Energy above the lowest of the compared OMol25 structures with the same formula, charge and spin in eV: 0.437
Kohn-Sham gap in hartree: 0.4213
Total charge: 0
HOMO level in eV: -10.4
SMILES string: CC(C)O



Record 6
The following is a quantum chemistry calculation of an isolated ion of composition C3H8O and charge +1 at a distorted geometry, from OMol25.

Geometry as XYZ:
```
12
Properties=species:S:1:pos:R:3:lowdin_charge:R:1
C 0.16809 -1.21980 -0.84816 0.047
C 0.00320 -0.22443 0.36734 -0.304
C -1.24128 0.66993 0.20554 -0.019
O 1.17778 0.62405 0.31909 0.247
H -0.49591 -0.96186 -1.66511 0.101
H -0.18621 -2.19617 -0.52531 0.106
H 1.21363 -1.11509 -1.14216 0.100
H 0.10527 -0.58623 1.40355 0.207
H -2.07082 -0.03871 0.16099 0.113
H -1.06491 1.31754 -0.64740 0.104
H -1.44189 1.29859 1.07068 0.100
H 0.95700 1.60069 0.28826 0.197
```

Output
Expectation value of S²: 0.754
Lowest unoccupied orbital energy (alpha / beta) in eV: -3.8 / -10.2
Multiplicity: 2
Energy above the lowest of the compared OMol25 structures with the same formula, charge and spin in eV: 0.986
Kohn-Sham gap (alpha / beta) in hartree: 0.5138 / 0.2737
Total charge: +1
HOMO level (alpha / beta) in eV: -17.8 / -17.7



Record 7
The following is a quantum chemistry calculation of a 2-piece molecular cluster, C3H8O overall at a distorted geometry, from OMol25.

Geometry as XYZ:
```
12
Properties=species:S:1:pos:R:3:lowdin_charge:R:1
C -1.68408 2.07647 0.69511 0.267
C -2.05994 0.98973 1.50463 0.262
H -0.99393 1.96525 -0.13129 0.119
H -2.11264 3.03322 0.94585 0.114
H -1.90919 -0.05312 1.23631 0.119
H -2.50821 1.22728 2.46515 0.117
C 1.63962 -1.63487 -1.33931 -0.201
O 2.46632 -0.76733 -0.64069 -0.115
H 0.81144 -2.07562 -0.77281 0.070
H 2.18904 -2.43078 -1.82518 0.081
H 1.20223 -1.02088 -2.12857 0.079
H 2.95933 -1.30935 -0.00920 0.088
```

Output
Expectation value of S²: 0.752
Lowest unoccupied orbital energy (alpha / beta) in eV: -6.7 / -10.2
Multiplicity: 2
Energy above the lowest of the compared OMol25 structures with the same formula, charge and spin in eV: 1.926
Kohn-Sham gap (alpha / beta) in hartree: 0.2393 / 0.1103
Total charge: +1
HOMO level (alpha / beta) in eV: -13.2 / -13.2



Record 8
The following is a quantum chemistry calculation of a 2-piece molecular cluster, C3H8O2 overall, from OMol25.

Geometry as XYZ:
```
13
Properties=species:S:1:pos:R:3:lowdin_charge:R:1
O 0.24383 0.02960 -1.92420 0.047
C -0.60131 0.14786 -1.07873 -0.293
C -1.32767 -1.01104 -0.44622 -0.209
C -1.48198 -0.85764 1.07568 -0.093
H -0.85086 1.17511 -0.74117 0.122
H -0.76990 -1.89079 -0.73777 0.108
H -2.30140 -1.08652 -0.94238 0.118
H -0.76014 -1.46767 1.60930 0.073
H -2.46902 -1.21532 1.35042 0.067
H -1.42846 0.19099 1.33849 0.062
H 2.04354 1.92101 1.83695 0.027
H 2.71572 0.94759 0.86752 0.028
O 2.87123 1.46413 1.66494 -0.057
```

Output
Lowest unoccupied orbital energy in eV: 0.7
Energy above the lowest of the compared OMol25 structures with the same formula, charge and spin in eV: 0.926
Kohn-Sham gap in hartree: 0.3929
Total charge: 0
HOMO level in eV: -10.0
SMILES string: CCC=O.O



Record 9
The following is a quantum chemistry calculation of a 2-piece molecular cluster, C3H8O2 overall at a distorted geometry, from OMol25.

Geometry as XYZ:
```
13
Properties=species:S:1:pos:R:3:lowdin_charge:R:1
C -3.75879 1.25105 1.44553 -0.160
O -3.61547 1.48506 2.88262 -0.113
H -3.30753 1.92031 0.68684 0.071
H -4.80377 1.23214 0.99637 0.087
H -3.37148 0.25892 1.30426 0.060
H -4.32695 2.07267 3.11281 0.055
O 4.95789 -0.77468 -1.06004 -0.020
C 4.07185 -1.58177 -1.35808 -0.306
C 2.71756 -0.91834 -1.61835 -0.101
H 4.32794 -2.69416 -1.41477 0.130
H 2.55079 0.26916 -1.53282 0.119
H 2.41939 -1.03669 -2.70007 0.070
H 2.13858 -1.48367 -0.74430 0.108
```

Output
Lowest unoccupied orbital energy in eV: 0.9
Energy above the lowest of the compared OMol25 structures with the same formula, charge and spin in eV: 2.760
Kohn-Sham gap in hartree: 0.3877
Total charge: 0
HOMO level in eV: -9.7
SMILES string: CC=O.CO



Record 10
The following is a quantum chemistry calculation of a 2-piece molecular cluster, C3H8O2 overall at a distorted geometry, from OMol25.

Geometry as XYZ:
```
13
Properties=species:S:1:pos:R:3:lowdin_charge:R:1
O -0.20482 2.06861 -1.13962 0.018
C -0.95420 1.53326 -0.34489 -0.285
C -0.44605 0.41157 0.53063 -0.199
C 0.99781 0.15408 -0.02498 -0.117
H -2.09614 1.60446 -0.30398 0.128
H -1.11850 -0.51911 0.36170 0.133
H -0.49464 0.78866 1.58581 0.121
H 1.52020 -0.51769 0.65518 0.057
H 1.50782 1.09151 -0.20013 0.065
H 0.97660 -0.35630 -0.95860 0.063
H -0.20819 -3.75729 0.61448 -0.004
H 1.24620 -3.17019 0.55391 0.021
O 0.33998 -3.03830 0.73051 -0.002
```

Output
Lowest unoccupied orbital energy in eV: 0.8
Energy above the lowest of the compared OMol25 structures with the same formula, charge and spin in eV: 1.425
Kohn-Sham gap in hartree: 0.3833
Total charge: 0
HOMO level in eV: -9.7
SMILES string: CCC=O.O



Record 11
The following is a quantum chemistry calculation of one molecule with the formula C3H8O2, from OMol25.

Geometry as XYZ:
```
13
Properties=species:S:1:pos:R:3:lowdin_charge:R:1
O -0.95426 0.19047 1.24844 -0.076
C -0.19910 1.11252 0.47288 -0.275
C 0.85141 0.28706 -0.21880 -0.177
C 0.17882 -0.90718 -0.91726 -0.276
O 0.00198 -2.04890 -0.10473 -0.071
H -1.67881 0.65642 1.67266 0.095
H 0.22633 1.90964 1.09641 0.116
H -0.82679 1.58000 -0.30460 0.120
H 1.59027 -0.11799 0.48223 0.122
H 1.40969 0.92355 -0.92465 0.119
H -0.80112 -0.62255 -1.34361 0.123
H 0.88356 -1.14172 -1.70671 0.109
H -0.61466 -1.77122 0.58994 0.071
```

Output
Lowest unoccupied orbital energy in eV: 0.8
Energy above the lowest of the compared OMol25 structures with the same formula, charge and spin in eV: 0.893
Kohn-Sham gap in hartree: 0.3933
Total charge: 0
HOMO level in eV: -9.9
SMILES string: OCCCO



Record 12
The following is a quantum chemistry calculation of a 2-piece molecular cluster, C3H8O2 overall at a distorted geometry, from OMol25.

Geometry as XYZ:
```
13
Properties=species:S:1:pos:R:3:lowdin_charge:R:1
C 2.09387 -1.44310 -0.59117 -0.196
O 1.48142 -1.12043 0.64165 -0.139
H 2.83766 -0.69968 -0.85755 0.058
H 2.55392 -2.47983 -0.40401 0.094
H 1.50342 -1.56035 -1.61318 0.096
H 1.31625 -0.18681 0.76969 0.026
O -0.00133 1.11313 0.39331 0.029
C -1.04679 0.99778 -0.18476 -0.326
C -2.24899 1.16360 0.57996 -0.051
H -1.17559 0.68501 -1.20316 0.117
H -2.06598 0.52482 1.44110 0.099
H -3.12966 0.84851 0.01264 0.090
H -2.11819 2.15736 1.01550 0.104
```

Output
Lowest unoccupied orbital energy in eV: 0.9
Energy above the lowest of the compared OMol25 structures with the same formula, charge and spin in eV: 2.021
Kohn-Sham gap in hartree: 0.3920
Total charge: 0
HOMO level in eV: -9.7
SMILES string: CC=O.CO



- What is the energy above the lowest of the compared OMol25 structures with the same formula, charge and spin in the eighth record?
  0.926 eV



- Which of these has the highest energy above the lowest of the compared OMol25 structures with the same formula, charge and spin?
  number 9